No. 1
Density functional theory data (ωB97M-V/def2-TZVPD) for a structure of composition CH13O6Pd in a non-equilibrium geometry.

Atoms and positions in Å:
Pd (-2.30951, 2.67725, 0.26400)
C (-0.93418, -0.31744, -0.72794)
O (-0.93867, 0.86859, 0.10870)
H (-0.06240, -0.93452, -0.51046)
H (-1.74056, -1.02854, -0.54849)
H (-0.99824, -0.21262, -1.81100)
O (1.08397, 0.73197, 2.34598)
H (0.97670, 0.28115, 3.18352)
H (0.31203, 0.48192, 1.83824)
O (-0.54407, 3.81591, 0.86395)
H (-0.24508, 4.22193, 1.67757)
H (0.20744, 3.30738, 0.55922)
O (2.12566, -2.99026, -1.82177)
H (2.06144, -2.08337, -2.12116)
H (2.88481, -3.34304, -2.28596)
O (1.83253, 1.48139, -0.71012)
H (1.58743, 2.30590, -1.13004)
H (1.00215, 1.10343, -0.42053)
O (-1.88349, -3.70716, 0.62090)
H (-2.82304, -3.75269, 0.44374)
H (-1.59494, -2.90714, 0.18165)

Computed properties:
* energy above the lowest of the compared OMol25 structures with the same formula, charge and spin: 69.0 kcal per mole
* charge: +1
* spin multiplicity: 3
* expectation value of S²: 2.008

No. 2
Density functional theory data (ωB97M-V/def2-TZVPD) for a cluster of 8 separate species, CH14Cl4O7 in total in a non-equilibrium geometry.

Atoms and positions in Å:
Cl (0.32296, -4.24044, -0.86598)
C (1.15669, -3.67909, -2.29589)
Cl (1.53348, -5.14435, -3.21533)
Cl (0.14438, -2.60654, -3.30574)
Cl (2.65544, -2.84985, -1.89781)
O (2.00888, 0.77955, -1.02602)
H (2.54611, 0.66682, -1.81996)
H (1.51898, 1.61532, -1.07080)
O (0.27748, 3.97137, 2.20696)
H (-0.54210, 3.61315, 1.84023)
H (1.02871, 3.89917, 1.58927)
O (-0.94701, 0.67067, 2.61429)
H (-0.57463, 1.37143, 3.21150)
H (-0.23924, 0.40882, 2.03021)
O (-2.83482, 1.95894, 1.18809)
H (-2.32402, 1.46731, 1.86748)
H (-3.60688, 1.44810, 1.01667)
O (-1.21289, -1.22268, -0.84686)
H (-1.84511, -1.89686, -0.73120)
H (-0.37841, -1.43790, -0.27277)
O (-0.60179, 1.88776, -0.83648)
H (-0.86452, 1.07206, -1.26878)
H (-1.21120, 1.97164, -0.10707)
O (0.96489, -1.29381, 0.72782)
H (1.38714, -0.52357, 0.36351)
H (1.63749, -1.90702, 0.90466)

Computed properties:
* SMILES: ClC(Cl)(Cl)Cl.O.O.O.O.O.O.O
* calculated total energy: -2413.94086 Eh
* charge: 0
* spin multiplicity: 1

No. 3
Density functional theory data (ωB97M-V/def2-TZVPD) for a structure of composition CH14F3NaO10S in a non-equilibrium geometry.

Atoms and positions in Å:
Na (0.59773, 0.45983, 0.68581)
C (-2.52988, -1.81904, -2.11476)
F (-3.64664, -1.97588, -2.80851)
F (-2.81119, -2.04083, -0.81415)
F (-1.60742, -2.70384, -2.49593)
S (-1.87158, -0.05699, -2.35137)
O (-1.60272, -0.00293, -3.79015)
O (-2.93433, 0.85241, -1.91815)
O (-0.69325, -0.00482, -1.49438)
O (-1.11442, 2.19624, 0.86434)
H (-1.94822, 2.25772, 1.34177)
H (-1.32181, 2.49774, -0.03420)
O (0.32848, -2.17733, 0.37134)
H (0.65665, -2.47723, -0.48624)
H (0.91365, -2.60424, 1.01473)
O (1.91189, 2.34724, 1.92063)
H (1.62449, 2.33816, 2.84141)
H (1.59825, 3.19280, 1.56981)
O (2.25484, -0.00979, -1.32025)
H (2.09774, 0.12613, -2.26592)
H (2.08704, -0.94553, -1.17984)
O (2.54816, 2.85714, -0.93926)
H (3.46621, 2.84968, -0.64782)
H (2.23274, 1.95860, -0.76174)
O (-1.42579, -1.19649, 2.28076)
H (-2.33678, -1.51070, 2.28936)
H (-0.99612, -1.75762, 1.62124)
O (1.60877, -0.66644, 2.55928)
H (0.91577, -1.33564, 2.62142)
H (1.99773, -0.64834, 3.44075)

Computed properties:
* energy above the lowest of the compared OMol25 structures with the same formula, charge and spin: 5.5 kcal per mole
* charge: 0
* spin multiplicity: 1

No. 4
Density functional theory data (ωB97M-V/def2-TZVPD) for a structure of composition CH14Fe2O10 in a non-equilibrium geometry.

Atoms and positions in Å:
Fe (-18.22973, -17.56779, 8.49443)
Fe (-21.57385, -16.04141, 9.32696)
C (-19.50318, -16.90238, 11.29680)
O (-18.65148, -16.70780, 10.32494)
O (-19.31818, -17.70689, 12.25306)
O (-20.64509, -16.31915, 11.11740)
O (-19.74142, -20.33643, 13.22712)
H (-20.28004, -20.39077, 14.03837)
H (-19.83087, -19.41710, 12.91898)
O (-17.88394, -16.33460, 14.37199)
H (-18.49895, -16.82577, 13.80158)
H (-17.94127, -15.41251, 14.07720)
O (-22.11956, -18.08208, 13.18304)
H (-21.18854, -17.97462, 12.95054)
H (-22.58815, -17.45473, 12.62512)
O (-21.16621, -14.78372, 13.69068)
H (-20.81059, -15.42707, 14.31562)
H (-20.91384, -15.10857, 12.81848)
O (-16.97810, -19.30950, 13.40452)
H (-17.07327, -20.22302, 13.07040)
H (-17.50633, -18.75414, 12.79272)
O (-18.64704, -19.47775, 9.39452)
H (-18.90617, -19.45485, 10.32955)
H (-18.45931, -20.41103, 9.20315)
O (-16.10126, -15.20952, 10.29241)
H (-17.03737, -15.41006, 10.20441)
H (-15.99273, -14.96034, 11.21724)

Computed properties:
* energy above the lowest of the compared OMol25 structures with the same formula, charge and spin: 175.3 kcal per mole
* charge: +2
* spin multiplicity: 9
* expectation value of S²: 20.399

No. 5
Density functional theory data (ωB97M-V/def2-TZVPD) for a cluster of 2 separate species, CH14N2Si4 in total in a non-equilibrium geometry.

Atoms and positions in Å:
C (-2.19450, -0.67147, -1.30006)
N (0.32100, 0.75355, 1.01048)
N (0.69962, -0.53221, -0.44224)
Si (1.12657, 2.21692, 0.49383)
Si (-0.89971, 0.16836, 1.94125)
Si (1.94063, -1.72185, -0.10121)
Si (-0.40307, -0.17303, -1.72692)
H (-2.24163, -1.51328, -0.67054)
H (-2.63169, -0.00921, -0.54685)
H (-2.83595, -0.70330, -2.20158)
H (1.81406, 2.09146, -0.77310)
H (2.15317, 2.53492, 1.74601)
H (0.19709, 3.27437, 0.24557)
H (-0.68440, 0.58304, 3.31641)
H (-1.99703, 1.04048, 1.67767)
H (-1.03236, -1.33534, 1.90613)
H (1.78084, -2.68257, -1.17276)
H (3.37836, -0.96740, -0.07027)
H (1.77799, -2.14609, 1.26937)
H (0.09160, -1.35975, -2.41182)
H (-0.36059, 1.15242, -2.18938)

Computed properties:
* energy above the lowest of the compared OMol25 structures with the same formula, charge and spin: 57.5 kcal per mole
* charge: 0
* spin multiplicity: 1

No. 6
Density functional theory data (ωB97M-V/def2-TZVPD) for a structure of composition CH14Na5O10 in a non-equilibrium geometry.

Atoms and positions in Å:
Na (-1.07597, 8.90446, 2.04664)
Na (-0.36329, 10.44272, -1.39134)
Na (-0.12141, 12.92370, 0.97830)
Na (-3.43254, 8.67456, 0.13128)
Na (-3.09495, 12.29272, -1.68912)
C (-2.81414, 11.35452, 1.61810)
O (-3.28592, 10.40803, 2.27014)
O (-2.52117, 11.17748, 0.45048)
O (-2.40434, 12.40400, 2.09706)
O (-1.05162, 10.53061, 4.52523)
H (-0.33619, 11.16648, 4.51720)
H (-1.74104, 10.93841, 4.00118)
O (-4.25146, 8.93685, 4.31099)
H (-3.55509, 9.08601, 4.95056)
H (-3.87066, 9.20488, 3.47470)
O (-1.70474, 14.42179, 3.59300)
H (-2.40225, 15.06661, 3.47501)
H (-1.95561, 13.69083, 3.02821)
O (-6.06038, 10.24745, 1.62323)
H (-5.18701, 10.30943, 2.01002)
H (-6.21645, 9.30743, 1.53237)
O (-5.51450, 12.25472, -0.54171)
H (-5.48934, 13.14854, -0.20013)
H (-5.33982, 11.70177, 0.21985)
O (-4.63829, 13.03103, 4.20602)
H (-3.84940, 12.72982, 3.75529)
H (-4.97033, 12.25320, 4.65431)
O (-3.07891, 14.39618, 0.23796)
H (-3.04854, 13.62245, 0.80068)
H (-2.52729, 14.17009, -0.51092)

Computed properties:
* energy above the lowest of the compared OMol25 structures with the same formula, charge and spin: 129.6 kcal per mole
* charge: +3
* spin multiplicity: 1

No. 7
Density functional theory data (ωB97M-V/def2-TZVPD) for a cluster of 6 separate species, CH14O5S in total in a non-equilibrium geometry.

Atoms and positions in Å:
C (-0.75729, 2.45489, 1.15083)
S (0.68866, 1.57064, 0.38303)
H (-0.73260, 2.69167, 2.20508)
H (-1.66910, 1.84226, 1.11674)
H (-0.83073, 3.31145, 0.48802)
H (0.23467, 1.61797, -0.84824)
O (-3.04526, 1.42135, -1.56639)
H (-2.80453, 0.58589, -1.15671)
H (-4.00063, 1.41396, -1.47926)
O (2.55943, -1.77746, 2.73743)
H (2.56858, -1.31836, 3.57284)
H (2.25815, -2.63297, 3.05066)
O (0.39294, -5.21976, 1.23175)
H (0.87575, -4.41215, 1.40820)
H (0.78174, -5.89809, 1.75287)
O (1.12867, -2.25594, 0.15565)
H (1.74705, -2.25513, 0.89177)
H (1.66994, -2.51878, -0.61616)
O (-0.22290, 4.15177, -4.86744)
H (0.29233, 3.34938, -4.76511)
H (-1.13486, 3.87739, -4.84558)

Computed properties:
* SMILES: CS.O.O.O.O.O
* energy above the lowest of the compared OMol25 structures with the same formula, charge and spin: 29.4 kcal per mole
* charge: 0
* spin multiplicity: 1

No. 8
Density functional theory data (ωB97M-V/def2-TZVPD) for a cluster of 6 separate species, CH14O6 in total in a non-equilibrium geometry.

Atoms and positions in Å:
C (1.02332, -0.88621, -2.83827)
O (0.02100, -0.69376, -1.81541)
H (0.56882, -1.20320, -3.77074)
H (1.66184, -1.69892, -2.49610)
H (1.55315, 0.05615, -2.97159)
H (-0.83129, -0.64112, -2.26325)
O (-1.39513, 2.84016, -1.45669)
H (-0.59563, 2.33959, -1.25907)
H (-1.14998, 3.49649, -2.11458)
O (0.30977, 1.87132, 0.83043)
H (1.17923, 1.49402, 1.01346)
H (-0.07027, 1.86328, 1.72515)
O (2.39888, -0.59725, 5.85538)
H (2.63676, -0.04764, 6.61304)
H (2.67731, -1.50020, 6.03453)
O (-2.80297, -0.07243, -1.16888)
H (-1.99367, 0.18183, -0.70125)
H (-2.92647, 0.75262, -1.66327)
O (-0.35970, -2.48953, 0.76925)
H (-0.89160, -3.28171, 0.90464)
H (-1.01339, -1.78351, 0.77321)

Computed properties:
* SMILES: CO.O.O.O.O.O
* energy above the lowest of the compared OMol25 structures with the same formula, charge and spin: 27.0 kcal per mole
* charge: 0
* spin multiplicity: 1

No. 9
Density functional theory data (ωB97M-V/def2-TZVPD) for a cluster of 6 separate species, CH14O6 in total in a non-equilibrium geometry.

Atoms and positions in Å:
C (-1.94518, 2.44652, -0.63401)
O (-0.79198, 1.85081, -1.15079)
H (-2.80234, 1.81833, -0.37839)
H (-1.67889, 2.99178, 0.28333)
H (-2.35103, 3.12260, -1.40744)
H (-0.10246, 2.41662, -1.55019)
H (-0.32396, 0.13733, 1.24672)
H (-1.19695, 0.27723, 0.04457)
O (-0.95305, -0.40902, 0.68877)
H (1.77999, -0.53837, 1.52840)
H (1.99662, 0.94103, 1.32478)
O (1.41731, 0.30587, 1.77903)
H (-0.64140, -3.16809, 0.86990)
H (0.68610, -3.63996, 0.26439)
O (0.06803, -3.83473, 0.98614)
H (0.86063, 4.83253, -2.86015)
H (0.22315, 4.52588, -4.11104)
O (0.30129, 4.13583, -3.24104)
H (1.78000, -6.27426, 2.84273)
H (1.91541, -5.51940, 1.59189)
O (1.75873, -6.41855, 1.88240)

Computed properties:
* energy above the lowest of the compared OMol25 structures with the same formula, charge and spin: 32.2 kcal per mole
* charge: +1
* spin multiplicity: 2
* expectation value of S²: 0.757

No. 10
Density functional theory data (ωB97M-V/def2-TZVPD) for a cluster of 6 separate species, CH15NO5 in total in a non-equilibrium geometry.

Atoms and positions in Å:
C (-1.50420, -0.86810, -1.93200)
N (-0.85085, -0.80727, -0.49166)
H (-1.95495, -1.80341, -2.16349)
H (-0.71441, -0.63742, -2.80265)
H (-2.13988, -0.10949, -2.28428)
H (-1.53476, -0.75037, 0.10744)
H (-0.16334, -1.63710, -0.56810)
O (1.69184, -2.37582, -0.01569)
H (1.53958, -1.78698, 0.70766)
H (2.27455, -3.07860, 0.16370)
O (1.78112, 1.09312, -2.99243)
H (2.74936, 1.25843, -2.52830)
H (1.58392, 0.09403, -2.86452)
O (0.23228, 2.08659, 0.13901)
H (0.12874, 1.09538, 0.02316)
H (0.42560, 2.55831, -0.78596)
O (-2.76200, -0.52555, 1.99010)
H (-2.32992, 0.15901, 2.48170)
H (-2.38138, -1.38692, 2.28763)
O (0.99179, 1.36218, 3.09428)
H (1.04723, 1.46816, 2.11497)
H (0.97056, 2.29224, 3.42254)

Computed properties:
* SMILES: CN.O.O.O.O.O
* energy above the lowest of the compared OMol25 structures with the same formula, charge and spin: 63.9 kcal per mole
* charge: 0
* spin multiplicity: 1

No. 11
Density functional theory data (ωB97M-V/def2-TZVPD) for a cluster of 6 separate species, CH15NO5 in total in a non-equilibrium geometry.

Atoms and positions in Å:
C (-0.04948, -1.27581, 2.52253)
N (0.04538, -0.47942, 1.29593)
H (0.08695, -2.36837, 2.19670)
H (-1.10539, -1.03913, 2.92460)
H (0.78497, -0.98475, 3.17318)
H (-0.88183, -0.53933, 0.88604)
H (0.07362, 0.46803, 1.55057)
H (-5.32088, -0.85697, -1.37926)
H (-3.76684, -1.08295, -1.71495)
O (-4.36072, -0.48455, -1.26960)
H (-0.18000, 0.45589, -2.34104)
H (-1.28550, 0.48238, -1.54415)
O (-0.72636, 1.10374, -1.98883)
H (1.41210, 2.99363, 0.62615)
H (0.66226, 1.67585, 0.69573)
O (0.92645, 2.54238, 1.30039)
H (2.49528, -2.53219, -1.02649)
H (2.41751, -1.18043, -0.33859)
O (2.24815, -1.57929, -1.14039)
H (1.40405, 1.73487, -1.46709)
H (2.75542, 1.02182, -1.53245)
O (2.36487, 1.92460, -1.42900)

Computed properties:
* energy above the lowest of the compared OMol25 structures with the same formula, charge and spin: 54.4 kcal per mole
* charge: +1
* spin multiplicity: 2
* expectation value of S²: 0.754

No. 12
Density functional theory data (ωB97M-V/def2-TZVPD) for a cluster of 7 separate species, CH15NO7 in total in a non-equilibrium geometry.

Atoms and positions in Å:
N (-0.15066, -2.33157, -0.01683)
C (0.77381, -1.32966, -0.17503)
O (1.32549, -0.89355, 0.81671)
H (-0.61914, -2.64800, 0.81914)
H (-0.53311, -2.86181, -0.78646)
H (0.95134, -1.16318, -1.23802)
O (-0.70596, -1.44580, -2.77251)
H (-1.11164, -0.79646, -3.35269)
H (-1.08066, -1.18182, -1.92192)
O (-1.15772, 1.11350, 1.47151)
H (-0.18265, 1.10837, 1.45562)
H (-1.31121, 1.91941, 1.99233)
O (1.54167, 1.60226, 1.78413)
H (1.69179, 1.74165, 2.71515)
H (1.83159, 0.66520, 1.67888)
O (2.86598, 1.56291, -1.06518)
H (2.74916, 2.23342, -0.38790)
H (2.72711, 0.73085, -0.61778)
O (-2.86233, -1.15906, 1.70414)
H (-2.15270, -1.34816, 2.31269)
H (-2.77912, -0.22611, 1.47161)
O (-1.24497, 1.87975, -1.92179)
H (-0.71114, 2.46420, -1.35419)
H (-0.71774, 1.09934, -1.79569)

Computed properties:
* SMILES: NC=O.O.O.O.O.O.O
* calculated total energy: -628.53514 Eh
* charge: 0
* spin multiplicity: 1

Which formula does entry 11 have? CH15NO5

Which value of charge does entry 12 give? 0